[1]
Below is a single C9H11NO molecule, with properties calculated with ωB97M-V/def2-TZVPD.

LUMO energy (spin up / spin down) in eV: 0.880 / -1.576
E_HOMO (spin up / spin down) in eV: -6.3 / -9.2
Spin multiplicity: 3
Orbital gap (spin up / spin down) in Eh: 0.26472 / 0.28033

CARTESIAN COORDINATES (ANGSTROEM)
1 C -0.88822 -0.80873 2.19765
2 C -1.05391 -1.60508 1.06952
3 C -0.25921 0.44901 2.07252
4 C -0.51954 -1.19399 -0.10200
5 C 0.36725 0.83148 0.92090
6 C 0.29491 -0.03467 -0.24921
7 C 0.23057 1.32364 -2.05433
8 C -0.77947 -2.15281 -1.31716
9 C 1.17617 2.00792 0.75497
10 N 0.89509 0.36901 -1.47546
11 O 2.03202 -0.06451 -1.82609
12 H -1.46712 -0.96249 3.11989
13 H -1.67237 -2.51093 1.02238
14 H -0.08360 1.05621 2.89320
15 H 0.74291 1.67722 -2.95292
16 H -0.56272 1.60295 -1.41769
17 H -0.82403 -1.69673 -2.26233
18 H -0.01173 -2.86553 -1.44478
19 H -1.72034 -2.60434 -0.97532
20 H 0.58861 2.98940 0.70599
21 H 1.85899 2.16926 1.55509
22 H 1.65574 2.02368 -0.23481



[2]
Below is a single C4H10N2O molecule, with properties calculated with ωB97M-V/def2-TZVPD.

SMILES string: C=NNC(C)(C)O
LUMO energy in eV: 0.975
E_HOMO in eV: -8.6
Orbital gap in Eh: 0.35353

CARTESIAN COORDINATES (ANGSTROEM)
1 C -0.75558 2.16184 -1.84437
2 N -0.93283 1.16319 -1.13643
3 N -0.15314 0.87748 -0.15870
4 C -0.30481 -0.37284 0.48239
5 C 0.33850 -0.28509 1.84409
6 C 0.32921 -1.48390 -0.36522
7 O -1.68830 -0.75400 0.68225
8 H -1.61954 2.33082 -2.60924
9 H 0.11311 2.81324 -1.80693
10 H 0.67020 1.47471 0.22592
11 H 0.10079 -1.16503 2.48268
12 H 1.36402 -0.45772 1.58121
13 H 0.00550 0.66251 2.11919
14 H -0.15807 -1.59719 -1.25748
15 H 0.14564 -2.39001 0.11771
16 H 1.33240 -1.32645 -0.77747
17 H -2.13900 -0.23259 0.01953



[3]
Below is a molecular structure, C36H24N10SV, with properties calculated with ωB97M-V/def2-TZVPD.

LUMO energy (spin up / spin down) in eV: -1.440 / -1.856
E_HOMO (spin up / spin down) in eV: -6.0 / -6.8
Spin multiplicity: 4
Orbital gap (spin up / spin down) in Eh: 0.16716 / 0.18041

CARTESIAN COORDINATES (ANGSTROEM)
1 V 0.65174 -0.48160 -0.38357
2 C -4.71445 3.17259 -1.04380
3 C -3.79809 3.97099 -1.74539
4 C -2.47227 3.78431 -1.48304
5 C -2.08609 2.69647 -0.61833
6 C -0.80669 2.11705 -0.57479
7 N 0.25441 2.78278 -1.08088
8 C 1.47383 2.35381 -0.81494
9 C 2.62632 3.16779 -1.13096
10 C 2.79592 4.49707 -1.56131
11 C 4.06485 4.97696 -1.66706
12 C 5.20118 4.20803 -1.37670
13 C 5.05251 2.92868 -0.86948
14 C 3.76741 2.38773 -0.87326
15 C 3.27224 1.10166 -0.42288
16 N 4.03014 0.16541 0.00801
17 C 3.56172 -1.02299 0.34525
18 N 2.26085 -1.31493 0.67510
19 C 2.21236 -2.38259 1.59192
20 N 1.14093 -2.84924 2.16207
21 C 0.02913 -2.26180 1.67727
22 N -0.21584 -2.17568 0.27859
23 C -1.56983 -1.94548 0.09422
24 N -2.08239 -1.49181 1.34454
25 C -2.23820 0.71874 0.45923
26 N -0.87409 0.88189 0.00523
27 C -2.96328 1.78542 -0.06584
28 C -4.35352 2.10235 -0.23922
29 C -2.65238 -0.21833 1.45600
30 C -3.46450 0.18484 2.53330
31 C -3.37748 -0.35511 3.81064
32 C -2.32686 -1.05589 4.44070
33 C -1.18676 -1.50484 3.70840
34 C -1.13128 -1.84324 2.34086
35 C 3.60260 -2.86393 1.73328
36 C 4.15820 -3.81175 2.66325
37 C 5.53691 -3.82337 2.71648
38 C 6.33002 -2.86969 1.96568
39 C 5.74106 -1.92452 1.10986
40 C 4.38698 -1.97377 0.97853
41 N 1.90141 1.14890 -0.33528
42 H -5.74172 3.31325 -1.32068
43 H -4.21683 4.70125 -2.44764
44 H -1.64702 4.45832 -1.81441
45 H 1.91666 5.03119 -1.80372
46 H 4.27254 5.98678 -1.98345
47 H 6.18096 4.52142 -1.73367
48 H 5.90343 2.32472 -0.55925
49 H -5.13687 1.52016 0.28004
50 H -4.14943 1.08363 2.36786
51 H -4.24263 -0.19426 4.45917
52 H -2.30484 -1.11135 5.48874
53 H -0.25203 -1.62998 4.30843
54 H 3.46605 -4.46282 3.18117
55 H 6.07354 -4.51457 3.40995
56 H 7.40985 -2.92574 2.20026
57 H 6.32988 -1.21562 0.50143
58 S 1.11783 -0.91519 -2.29113
59 C -2.34966 -2.24746 -1.02174
60 N -1.78798 -2.47193 -2.24970
61 C -2.40684 -1.62345 -3.23628
62 C -3.94556 -1.83255 -3.34568
63 C -4.58419 -2.46985 -2.08572
64 N -3.72874 -2.38523 -0.96245
65 H -0.75792 -2.49244 -2.22007
66 H -1.97896 -1.80337 -4.27815
67 H -2.23319 -0.53576 -2.90314
68 H -4.07012 -2.45023 -4.21359
69 H -4.33070 -0.81714 -3.54862
70 H -4.88888 -3.53571 -2.18096
71 H -5.56032 -2.05350 -1.75646
72 H -4.09505 -2.21547 -0.05222



[4]
Below is a gas-phase ion, C3H10N2 (charge +1), with properties calculated with ωB97M-V/def2-TZVPD.

LUMO energy (spin up / spin down) in eV: -3.128 / -7.889
E_HOMO (spin up / spin down) in eV: -13.8 / -13.7
Spin multiplicity: 2
Orbital gap (spin up / spin down) in Eh: 0.39133 / 0.21329
Charge: +1

CARTESIAN COORDINATES (ANGSTROEM)
1 N 1.85413 -1.24527 0.90349
2 C 0.39874 -1.10302 0.87849
3 C 0.17689 -0.03574 -0.19633
4 N -1.17213 0.47485 -0.24481
5 C -1.35542 1.66091 -1.03094
6 H 2.24898 -1.43053 -0.01475
7 H 2.18127 -2.05391 1.41770
8 H 0.23994 -0.64724 1.85606
9 H -0.06228 -2.04237 0.58580
10 H 0.55661 -0.43960 -1.14091
11 H 0.80422 0.82139 0.09029
12 H -1.72276 0.10053 0.51530
13 H -0.97748 1.45072 -2.02623
14 H -0.78921 2.47321 -0.57514
15 H -2.38149 2.01606 -1.01801



[5]
Below is 2 unconnected molecules or ions with the total composition C20H31Cl3IN2O5S3, with properties calculated with ωB97M-V/def2-TZVPD.

LUMO energy in eV: -4.346
E_HOMO in eV: -11.1
Orbital gap in Eh: 0.24747
Charge: +1

CARTESIAN COORDINATES (ANGSTROEM)
1 C 0.99967 -3.17113 0.27257
2 C 1.06388 -1.98674 0.03298
3 C 0.93203 -0.51729 0.12209
4 C -0.04712 0.05223 -0.74808
5 C -0.87550 -0.84945 -1.67793
6 C -0.28084 -1.02021 -3.12954
7 C 1.21650 -0.58183 -3.28179
8 S 1.92569 -1.52008 -4.72750
9 C -0.25963 1.48873 -0.75162
10 C -1.33205 2.13670 -1.64775
11 C -2.60169 2.52237 -0.77812
12 C -3.46922 1.26858 -0.39214
13 C -4.31443 0.71762 -1.58530
14 S -4.65578 -1.08150 -1.51540
15 O -4.10774 -1.62199 -2.73829
16 O -6.06564 -1.33469 -1.41137
17 Cl -3.75458 -1.96836 0.11041
18 C 0.60658 2.24939 0.13054
19 C 0.44053 3.80235 0.18783
20 N -0.42732 4.12618 1.34727
21 C 1.57354 1.57774 0.94819
22 I 2.80059 2.82577 2.17758
23 N 1.72219 0.23169 0.95362
24 C 2.67868 -0.48537 1.79971
25 C 3.90456 -1.09152 1.01687
26 C 4.27986 -2.51744 1.55474
27 S 4.41308 -3.77497 0.24008
28 O 3.90185 -3.33469 -1.03257
29 O 5.78571 -4.17872 0.08924
30 O 3.57279 -5.13145 0.64877
31 H 0.78400 -4.23043 0.42662
32 H -1.87982 -0.38219 -1.74495
33 H -1.05110 -1.86474 -1.26606
34 H -0.88597 -0.36893 -3.80231
35 H -0.35643 -2.06288 -3.50848
36 H 1.83538 -0.85944 -2.40294
37 H 1.31838 0.48782 -3.55611
38 H 3.15647 -1.89401 -4.25466
39 H -0.92545 3.03090 -2.16996
40 H -1.71565 1.43965 -2.42426
41 H -3.19825 3.33858 -1.23275
42 H -2.19616 2.88958 0.19450
43 H -2.74324 0.52942 0.01882
44 H -4.14204 1.58822 0.42279
45 H -3.86493 0.98630 -2.56624
46 H -5.30062 1.23605 -1.56079
47 H 1.42680 4.31168 0.24210
48 H -0.06457 4.13416 -0.74577
49 H -0.03026 4.85999 1.92995
50 H -1.29795 4.50319 0.97350
51 H 2.13465 -1.34683 2.25515
52 H 3.07581 0.09853 2.64795
53 H 3.72935 -1.09194 -0.08380
54 H 4.81961 -0.47178 1.16127
55 H 5.27017 -2.48974 2.05915
56 H 3.56783 -2.90596 2.31730
57 H 3.32536 -5.10178 1.59029
58 Cl -0.58541 -0.16592 2.03858
59 C -1.10237 0.84720 3.42942
60 C -2.42943 0.41797 4.01341
61 Cl -3.78928 0.73788 2.91875
62 H -1.12432 1.88435 3.09155
63 H -0.32645 0.75113 4.19009
64 H -2.62505 0.97602 4.92900
65 H -2.43522 -0.64399 4.25382



[6]
Below is a single C2H3BO3 molecule, with properties calculated with ωB97M-V/def2-TZVPD.

SMILES string: C#COB(O)O
LUMO energy in eV: 0.015
E_HOMO in eV: -9.6
Orbital gap in Eh: 0.35434

CARTESIAN COORDINATES (ANGSTROEM)
1 C 2.36823 -0.96741 -0.01586
2 C 1.46567 -0.41386 0.61366
3 O 0.45226 0.37506 1.03141
4 B -0.70301 0.38228 0.23161
5 O -0.96619 -0.55492 -0.71292
6 O -1.52707 1.44680 0.54291
7 H 3.02174 -1.47227 -0.65356
8 H -1.78803 -0.30195 -1.01439
9 H -2.32360 1.50627 -0.02287